(1)
The following is a DFT calculation (wB97M-V/def2-TZVPD) of 2 unconnected molecules or ions with the total composition C11H14N2.

Kohn-Sham gap (spin up / spin down), eV: 8.8 / 4.8
Spin multiplicity: 2
Electronic energy, eV: -14604.095
Charge: +1
ΔE to the lowest compared entry with this formula, charge and spin, eV: 2.174
HOMO (spin up / spin down), eV: -12.59 / -12.56

Positions of all 27 atoms, in Å:
C -0.862 -1.672 1.895
C -0.520 2.105 1.282
C -1.812 2.422 1.022
C -0.073 0.738 1.460
C -1.082 -0.174 1.569
C -2.821 1.489 1.242
C -2.382 0.174 1.426
H 0.201 2.810 1.058
H -2.077 3.400 0.536
H 0.929 0.425 1.806
H -3.967 1.641 1.162
H -1.629 -2.399 1.544
H -0.515 -1.870 2.908
H -3.160 -0.564 1.955
H -0.134 -2.036 1.052
C 1.301 -2.822 -1.294
C 2.434 0.553 -1.916
C 1.490 -1.361 -1.688
C 0.433 -0.456 -1.491
N 2.713 -0.809 -1.938
N 1.103 0.776 -1.618
H 3.076 1.356 -2.056
H 0.545 1.569 -1.460
H -0.624 -0.378 -1.342
H 0.303 -3.246 -1.387
H 1.628 -2.893 -0.199
H 2.067 -3.553 -1.732

Atomic partial charges in e from the Löwdin method, atoms 1 to 2: C -0.0369; C -0.0889



(2)
The following is a DFT calculation (wB97M-V/def2-TZVPD) of 2 unconnected molecules or ions with the total composition C11H14N2.

Kohn-Sham gap (spin up / spin down), eV: 6.9 / 3.4
Spin multiplicity: 2
Electronic energy, eV: -14604.663
Charge: +1
ΔE to the lowest compared entry with this formula, charge and spin, eV: 1.606
HOMO (spin up / spin down), eV: -11.26 / -11.26

Positions of all 27 atoms, in Å:
C -1.088 1.709 -2.257
C -1.175 -2.147 -2.036
C -1.695 -0.805 -2.157
C 0.084 -2.430 -2.464
C -0.880 0.247 -2.486
C 0.879 -1.365 -2.974
C 0.422 -0.058 -2.923
H -1.875 -2.792 -1.485
H -2.729 -0.689 -1.879
H 0.667 -3.336 -2.461
H 1.822 -1.724 -3.353
H -0.554 2.273 -3.042
H -0.812 2.134 -1.263
H 1.135 0.744 -3.144
H -2.124 2.048 -2.461
C -0.020 2.499 1.883
C 1.155 1.043 3.740
C 0.382 1.284 2.557
C 0.486 -0.850 2.760
N 1.321 -0.289 3.786
N 0.144 0.121 1.944
H 1.650 1.811 4.312
H 1.487 -0.774 4.649
H -0.280 2.204 0.740
H 0.748 3.283 1.684
H 0.420 -1.919 2.619
H -0.785 2.971 2.547

Atomic partial charges in e from the Löwdin method, atoms 1 to 2: C -0.0626; C -0.0856



(3)
The following is a DFT calculation (wB97M-V/def2-TZVPD) of 2 unconnected molecules or ions with the total composition C11H14N2O.

Kohn-Sham gap, eV: 8.5
SMILES: Cc1c[nH]c2ccccc12.CC(N)=O
Electronic energy, eV: -16660.068
ΔE to the lowest compared entry with this formula, charge and spin, eV: 2.845
HOMO, eV: -7.99

Positions of all 28 atoms, in Å:
C -0.576 -4.682 1.013
C -0.993 -3.308 0.481
C -2.054 -2.558 1.049
N -1.963 -1.161 0.675
C -0.758 -1.059 -0.164
C -0.261 0.076 -0.853
C 0.880 -0.082 -1.611
C 1.542 -1.393 -1.675
C 1.030 -2.517 -1.047
C -0.243 -2.377 -0.391
H 0.097 -5.351 0.486
H -1.599 -5.419 0.882
H -0.265 -4.463 2.056
H -2.770 -2.894 1.636
H -2.698 -0.521 0.574
H -0.743 1.036 -0.786
H 1.311 0.720 -2.258
H 2.566 -1.446 -2.121
H 1.649 -3.391 -0.986
C 0.324 4.048 -0.810
C 0.917 4.420 0.512
N 0.272 3.813 1.597
O 1.900 5.115 0.651
H 0.811 3.329 -1.385
H 0.241 4.906 -1.513
H -0.767 3.700 -0.784
H 0.694 3.664 2.484
H -0.739 3.235 1.575

Atomic partial charges in e from the Löwdin method, atoms 1 to 2: C -0.0674; C -0.2179



(4)
The following is a DFT calculation (wB97M-V/def2-TZVPD) of 2 unconnected molecules or ions with the total composition C11H14N2O.

Kohn-Sham gap, eV: 9.4
SMILES: Cc1ccc(O)cc1.Cc1c[nH]cn1
Electronic energy, eV: -16661.165
ΔE to the lowest compared entry with this formula, charge and spin, eV: 1.747
HOMO, eV: -8.64

Positions of all 28 atoms, in Å:
C -2.038 -1.194 1.677
C -0.652 -1.737 1.491
C -0.114 -2.667 2.376
C 1.060 -3.308 2.050
C 1.713 -3.019 0.837
O 2.855 -3.781 0.631
C 1.251 -2.050 -0.003
C -0.050 -1.570 0.257
H -2.295 -0.276 1.149
H -2.216 -0.838 2.706
H -2.788 -1.973 1.545
H -0.522 -2.780 3.370
H 1.490 -4.107 2.629
H 3.645 -3.236 0.607
H 1.690 -1.728 -0.938
H -0.547 -0.924 -0.440
C -2.726 3.478 -1.164
C -1.276 3.346 -1.474
C -0.718 2.853 -2.620
N 0.622 2.703 -2.333
C 0.812 3.108 -1.054
N -0.303 3.552 -0.533
H -3.155 4.404 -1.569
H -2.914 3.558 -0.102
H -3.325 2.662 -1.568
H -1.098 2.529 -3.574
H 1.352 2.657 -3.024
H 1.725 3.041 -0.483

Atomic partial charges in e from the Löwdin method, atoms 1 to 2: C -0.0644; C -0.2892



(5)
The following is a DFT calculation (wB97M-V/def2-TZVPD) of 2 unconnected molecules or ions with the total composition C11H14N2O.

Kohn-Sham gap, eV: 8.8
SMILES: Cc1ccc(O)cc1.Cc1c[nH]cn1
Electronic energy, eV: -16659.484
ΔE to the lowest compared entry with this formula, charge and spin, eV: 3.428
HOMO, eV: -8.08

Positions of all 28 atoms, in Å:
C 1.244 -3.970 0.439
C 1.501 -2.440 0.366
C 0.871 -1.680 -0.532
C 0.888 -0.260 -0.609
C 1.650 0.444 0.327
O 1.702 1.770 0.458
C 2.266 -0.388 1.287
C 2.292 -1.748 1.347
H 1.750 -4.293 1.307
H 1.781 -4.434 -0.407
H 0.216 -4.132 0.449
H 0.564 -2.137 -1.522
H 0.197 0.053 -1.441
H 0.901 2.232 0.051
H 2.725 0.159 2.169
H 2.782 -2.414 1.966
C -1.340 2.132 1.303
C -1.674 2.016 -0.084
C -2.889 1.493 -0.601
N -2.711 1.423 -1.993
C -1.634 2.236 -2.185
N -0.945 2.574 -1.058
H -1.778 3.102 1.831
H -0.230 2.136 1.334
H -1.654 1.299 2.123
H -3.836 1.075 -0.254
H -3.363 1.352 -2.785
H -1.276 2.398 -3.290

Atomic partial charges in e from the Löwdin method, atoms 1 to 2: C -0.0290; C -0.2807



(6)
The following is a DFT calculation (wB97M-V/def2-TZVPD) of a molecular structure, C11H14N2O2Rh.

Kohn-Sham gap (spin up / spin down), eV: 5.9 / 7.1
Spin multiplicity: 5
Electronic energy, eV: -21711.831
Charge: -1
ΔE to the lowest compared entry with this formula, charge and spin, eV: 0.465
HOMO (spin up / spin down), eV: -2.43 / -4.10

Positions of all 30 atoms, in Å:
C -0.018 -2.275 -0.591
C -1.193 -1.560 -1.023
C -1.794 -1.011 0.160
C -1.067 -1.456 1.308
C 0.034 -2.215 0.853
Rh 0.389 -0.092 -0.235
N 2.436 -0.777 0.160
C 1.291 0.763 -1.513
C -0.117 0.932 -2.021
H -2.689 -0.386 0.162
H -1.537 -1.453 -2.030
H -1.309 -1.230 2.339
H 0.850 -2.608 1.461
H 0.705 -2.773 -1.254
H -0.341 0.166 -2.876
H 1.747 1.691 -1.159
H 2.396 0.328 0.592
H -0.563 1.979 -1.778
H 1.852 0.232 -2.268
O 1.788 0.742 2.708
C 0.870 1.480 2.434
C 0.371 2.678 3.313
C -0.780 3.256 2.578
C -0.979 2.330 1.331
O -1.919 2.394 0.535
N 0.066 1.433 1.304
H 0.098 2.284 4.292
H 1.194 3.381 3.444
H -1.700 3.262 3.159
H -0.582 4.271 2.237

Atomic partial charges in e from the Löwdin method, atoms 1 to 2: C -0.2378; C -0.2308



(7)
The following is a DFT calculation (wB97M-V/def2-TZVPD) of a molecular structure, C11H14N2OSSe4Sn.

Kohn-Sham gap, eV: 6.8
Electronic energy, eV: -294716.593
ΔE to the lowest compared entry with this formula, charge and spin, eV: 0.000
HOMO, eV: -7.49

Positions of all 34 atoms, in Å:
Sn 2.103 2.825 3.975
Se 3.180 4.710 2.473
Se 4.851 3.552 1.295
Se 5.269 1.847 2.788
Se 3.204 0.787 2.674
C 0.453 -3.097 -0.441
C -0.209 -1.972 0.359
C 0.761 -0.826 0.592
N 0.188 0.238 1.458
C 0.168 1.546 1.268
S -0.189 2.655 2.538
N 0.405 2.042 0.015
C 0.155 1.472 -1.265
O 0.832 1.801 -2.200
C -1.005 0.534 -1.387
C -2.138 0.658 -0.588
C -3.223 -0.186 -0.793
C -3.168 -1.156 -1.786
C -2.034 -1.275 -2.587
C -0.959 -0.420 -2.396
H -0.251 -3.909 -0.635
H 1.309 -3.517 0.096
H 0.814 -2.730 -1.411
H -0.546 -2.350 1.332
H -1.092 -1.600 -0.167
H 1.067 -0.393 -0.352
H 1.662 -1.188 1.076
H -0.034 -0.030 2.402
H 0.816 2.964 -0.004
H -2.195 1.426 0.182
H -4.111 -0.081 -0.178
H -4.015 -1.814 -1.945
H -1.994 -2.026 -3.369
H -0.072 -0.486 -3.019

Atomic partial charges in e from the Löwdin method, atoms 1 to 2: Sn 0.3096; Se -0.1607



(8)
The following is a DFT calculation (wB97M-V/def2-TZVPD) of 2 unconnected molecules or ions with the total composition C11H14N3.

Kohn-Sham gap, eV: 7.4
Electronic energy, eV: -16094.714
Charge: +1
ΔE to the lowest compared entry with this formula, charge and spin, eV: 2.447
HOMO, eV: -11.45

Positions of all 28 atoms, in Å:
C 2.079 1.635 -1.302
C 2.146 0.281 -1.093
C 1.179 2.629 -0.969
C -0.147 0.030 0.017
C -0.997 3.631 -0.460
C -0.105 2.456 -0.417
C -0.760 1.249 -0.135
C 1.159 -0.471 -0.360
C -2.167 1.428 0.319
C -2.845 2.307 -0.714
C 1.049 -3.171 1.769
N -2.222 3.631 -0.788
N 1.415 -1.672 -0.014
N 0.794 -4.250 1.089
H 2.964 1.979 -1.915
H 2.916 -0.270 -1.609
H 1.349 3.670 -1.276
H -0.846 -0.684 0.479
H -0.497 4.573 -0.369
H -2.674 0.540 0.424
H -2.310 2.043 1.172
H -2.857 1.809 -1.650
H -3.880 2.566 -0.528
H 2.013 -3.259 2.238
H 0.259 -2.404 1.941
H 2.232 -2.020 -0.510
H 0.019 -4.263 0.439
H 1.579 -4.863 0.874

Atomic partial charges in e from the Löwdin method, atoms 1 to 2: C -0.0549; C 0.0081